1.
18
Properties=species:S:1:pos:R:3:mulliken_charge:R:1 method="wB97M-V/def2-TZVPD" e_lumo_ev=-0.3190 gap_ev=8.21 de_lowest_ev=7.668 multiplicity=1
C 1.1617 -0.0795 -0.2490 0.48
C 2.3004 -0.7939 -0.8049 -0.55
C 1.9260 -1.0169 0.5562 -0.80
C 1.1871 1.3868 -0.1224 -0.68
C -0.3483 1.5039 -0.2866 -0.65
C -1.2907 -0.9314 -1.1022 -0.89
C -1.2683 -0.9919 0.3784 -0.41
C -0.4077 -0.0613 -0.2893 0.92
H 2.6650 -0.7112 1.3179 0.26
H 1.3459 -1.8572 0.9846 0.20
H 1.4046 1.7882 0.8484 0.31
H 1.6955 2.0264 -0.7327 0.43
H -0.8556 1.8290 0.6566 0.23
H -0.7067 2.1017 -1.1161 0.34
H -0.9541 -1.8456 -1.6400 0.21
H -2.1680 -0.5494 -1.5829 0.26
H -2.1727 -0.8479 1.1564 0.22
H -0.7724 -1.8958 1.0013 0.13


2.
36
Properties=species:S:1:pos:R:3:mulliken_charge:R:1 method="wB97M-V/def2-TZVPD" e_lumo_ev="1.0919 / 0.2195" gap_ev="5.90 / 5.01" de_lowest_ev=0.000 total_charge=-1 multiplicity=2
Zn 0.8066 -1.5588 -0.2730 0.20
C -0.8844 1.2495 2.6298 -1.73
C -0.6092 0.2874 1.5728 0.80
N 0.4546 -0.4221 1.4714 -0.07
N 1.5747 -0.1089 2.1896 -0.01
C 2.8321 -0.2038 1.7395 0.70
N 3.8028 0.2186 2.5624 -0.42
S 3.2011 -0.8768 0.2417 -0.47
C -1.5308 0.1339 0.4281 0.44
C -2.7773 0.7932 0.3108 -0.59
C -3.5542 0.5725 -0.8164 -0.49
C -3.1028 -0.3737 -1.7700 -0.71
C -1.8504 -0.9702 -1.5714 0.07
N -1.1067 -0.7138 -0.5172 0.31
H -0.4714 2.2423 2.3165 0.30
H -0.3425 0.9603 3.5422 0.44
H -1.9384 1.3257 2.9027 0.45
H 1.4800 0.2506 3.1478 0.30
H 3.5406 0.4884 3.5067 0.16
H 4.7562 0.0671 2.2977 0.23
H -3.0879 1.5404 1.0439 0.25
H -4.4828 1.1156 -0.9476 0.41
H -3.6398 -0.6698 -2.6970 0.36
H -1.4130 -1.6657 -2.2949 0.25
S -1.3031 -5.2834 -2.6168 -0.67
Sb 0.7331 -4.4265 -1.8452 0.94
S 1.3856 -2.3566 -2.7271 -0.58
S 0.3782 -3.8984 0.4510 -0.61
S 2.6400 -5.8075 -1.9058 -0.31
F 1.0703 0.8861 -1.5329 -0.45
As 0.6588 2.5730 -1.7860 1.98
F -0.2194 2.4950 -0.2342 -0.49
F 2.0906 3.1102 -0.9453 -0.50
F 0.1951 4.2871 -1.9522 -0.53
F 1.5325 2.5705 -3.3000 -0.51
F -0.8188 2.1685 -2.6215 -0.48


3.
23
Properties=species:S:1:pos:R:3:mulliken_charge:R:1 method="wB97M-V/def2-TZVPD" e_lumo_ev=-0.4764 smiles=CC(C)(C)[C@](O)(I)C#CC(F)(F)Br gap_ev=8.97 de_lowest_ev=0.000 multiplicity=1
C 0.4809 1.0070 0.3782 -1.98
C 0.0381 -0.3388 -0.0327 2.20
C -0.4695 -0.1074 -1.4568 -1.48
C 1.2301 -1.3223 0.1102 -1.60
C -1.0751 -0.7337 0.9055 -0.40
O -0.6583 -1.0179 2.1670 -0.43
I -2.0182 -2.6580 0.0403 0.03
C -2.3324 0.1251 0.9409 -0.58
C -3.2842 0.8967 0.9684 0.29
C -4.6639 1.1019 0.7421 0.63
F -5.2569 0.5914 1.8498 -0.21
F -5.0067 2.4080 0.8240 -0.22
Br -5.3999 0.2845 -0.8635 -0.11
H 0.7794 1.2280 1.4866 0.28
H -0.3443 1.6886 0.2293 0.49
H 1.2935 1.3679 -0.1381 0.54
H -0.7191 -0.8972 -2.2110 0.40
H -1.3183 0.6078 -1.3059 0.31
H 0.1757 0.4092 -2.2107 0.41
H 0.9572 -2.3827 0.4997 0.26
H 1.7139 -1.4368 -0.8280 0.48
H 2.1147 -1.0152 0.7230 0.33
H -1.3524 -0.7610 2.7715 0.36


4.
25
Properties=species:S:1:pos:R:3:mulliken_charge:R:1 method="wB97M-V/def2-TZVPD" e_lumo_ev=-1.5118 smiles="CCC(=O)Nc1ccccn1.O=[N+]([O-])Br" gap_ev=7.52 de_lowest_ev=0.000 multiplicity=1
C 2.9119 1.0788 2.9098 -0.95
C 1.4926 0.7692 2.3793 -0.50
C 1.4788 0.0375 0.9533 0.55
O 2.5016 0.0258 0.3126 -0.67
N 0.2234 -0.2526 0.5437 0.01
C -0.1877 -0.5407 -0.7516 0.36
C 0.7026 -0.5673 -1.8855 -0.67
C 0.1188 -0.6538 -3.1068 -0.31
C -1.2051 -0.8509 -3.2982 -0.73
C -1.9778 -0.8327 -2.1494 0.06
N -1.4853 -0.7595 -0.8959 -0.39
H 3.1992 2.1823 3.0479 0.25
H 3.1815 0.5442 3.8936 0.25
H 3.5474 0.7026 2.1547 0.30
H 0.8835 1.6308 2.3726 0.41
H 1.0024 -0.0473 3.0024 0.28
H -0.5005 -0.1573 1.2114 0.16
H 1.7172 -0.3700 -1.5547 0.54
H 0.7265 -0.7168 -3.9867 0.37
H -1.5759 -1.1951 -4.2481 0.38
H -3.0105 -1.0035 -2.3047 0.37
O -4.1948 -0.6483 -0.1622 -0.43
N -3.4958 0.0090 0.4629 0.87
O -2.9589 -0.2596 1.4570 -0.48
Br -3.0952 1.8751 -0.3574 -0.04


no.,calculated total energy (eV)
1,-8450.601
2,-200701.883
3,-94080.348
4,-89109.444